[1]
Here is one molecule with the formula C3H4N2O3 at a distorted geometry from the OMol25 dataset. Energies are from ωB97M-V with the def2-TZVPD basis set.

Results
SMILES string: NC(=O)/C(C=O)=N/O
Molecular weight: 116.1 g/mol
Electronic energy: -12296.039 eV
Gap between HOMO and LUMO: 9.1 eV

Geometry as XYZ:
```
12
C3H4N2O3 (ωB97M-V with the def2-TZVPD basis set)
N 1.266 -0.262 1.829
C 0.923 -0.636 0.595
O 1.394 -1.583 -0.046
C -0.145 0.198 -0.157
C -0.894 -0.344 -1.321
O -1.148 -1.510 -1.538
N -0.207 1.367 0.405
O -1.167 2.274 -0.089
H 2.259 -0.524 2.048
H 1.022 0.566 2.232
H -1.400 0.515 -1.849
H -1.226 2.950 0.613
```

=====

[2]
Here is C3H4N2O3 as an isolated structure at a distorted geometry from the OMol25 dataset. Energies are from ωB97M-V with the def2-TZVPD basis set.

Results
Molecular weight: 116.1 g/mol
Electronic energy: -12297.930 eV
Gap between HOMO and LUMO: 10.5 eV

Geometry as XYZ:
```
12
C3H4N2O3 (ωB97M-V with the def2-TZVPD basis set)
C 1.256 1.392 0.774
C 0.439 -0.544 -0.559
C -1.902 -1.055 -0.309
H 2.134 2.025 0.866
H 2.195 0.240 -0.736
H -0.945 0.612 0.497
H -1.713 -2.397 -0.493
N 1.325 0.441 -0.199
N -0.779 -0.182 -0.155
O 0.261 1.519 1.586
O 0.691 -1.541 -1.220
O -2.964 -0.510 -0.055
```

=====

[3]
Here is C3H4N2O3 as an isolated structure at a distorted geometry from the OMol25 dataset. Energies are from ωB97M-V with the def2-TZVPD basis set.

Results
Molecular weight: 116.1 g/mol
Electronic energy: -12292.212 eV
Gap between HOMO and LUMO: 9.6 eV

Geometry as XYZ:
```
12
C3H4N2O3 (ωB97M-V with the def2-TZVPD basis set)
C -0.705 0.707 0.441
C 0.377 -0.312 0.180
C 2.124 -0.958 -0.886
H -2.030 1.764 -0.306
H -3.180 0.129 0.734
H -0.801 1.003 1.696
H -0.317 1.620 -0.103
N -2.035 0.497 -0.137
N 0.865 -1.319 0.863
O 1.910 -1.767 0.232
O 2.746 -1.216 -1.836
O 1.047 -0.148 -0.881
```

=====

[4]
Here is one molecule with the formula C3H4N2O3 at a distorted geometry from the OMol25 dataset. Energies are from ωB97M-V with the def2-TZVPD basis set.

Results
SMILES string: Nc1con(O)c1=O
Molecular weight: 116.1 g/mol
Electronic energy: -12294.743 eV
Gap between HOMO and LUMO: 9.3 eV

Geometry as XYZ:
```
12
C3H4N2O3 (ωB97M-V with the def2-TZVPD basis set)
N -0.229 -0.639 -2.422
C -0.300 -0.114 -1.115
C -1.151 0.839 -0.640
O -0.798 1.263 0.596
N 0.292 0.462 0.933
O 0.368 0.265 2.259
C 0.595 -0.521 -0.017
O 1.419 -1.372 0.255
H -1.117 -0.572 -2.870
H 0.085 -1.625 -2.299
H -1.951 1.450 -1.062
H -0.230 -0.489 2.413
```

=====

[5]
Here is C3H4N2O3 as an isolated structure at a distorted geometry from the OMol25 dataset. Energies are from ωB97M-V with the def2-TZVPD basis set.

Results
Molecular weight: 116.1 g/mol
Electronic energy: -12293.438 eV
Gap between HOMO and LUMO: 9.2 eV

Geometry as XYZ:
```
12
C3H4N2O3 (ωB97M-V with the def2-TZVPD basis set)
C 0.086 0.400 0.328
C 1.262 -0.167 -0.005
C 1.023 -0.900 -1.178
H -1.094 1.037 1.805
H 0.637 0.878 2.319
H 2.274 0.157 0.558
H -2.556 -0.239 -1.186
N -0.155 0.876 1.639
N -0.815 0.374 -0.650
O 1.542 -1.800 -1.860
O -0.287 -0.358 -1.622
O -1.917 -0.257 -0.149
```

=====

[6]
Here is one molecule with the formula C3H4N2O3 at a distorted geometry from the OMol25 dataset. Energies are from ωB97M-V with the def2-TZVPD basis set.

Results
SMILES string: O=C1NOCC=NO1
Molecular weight: 116.1 g/mol
Electronic energy: -12293.044 eV
Gap between HOMO and LUMO: 10.5 eV

Geometry as XYZ:
```
12
C3H4N2O3 (ωB97M-V with the def2-TZVPD basis set)
O 2.972 -0.078 -0.117
C 1.724 0.102 -0.034
N 0.924 -0.853 0.338
O -0.120 -1.123 -0.399
C -1.408 -0.559 -0.098
C -1.098 0.993 0.069
N -0.064 1.731 -0.040
O 1.364 1.414 -0.194
H 1.424 -1.678 0.283
H -2.110 -0.700 -0.957
H -1.596 -0.808 0.933
H -2.012 1.558 0.215
```